C21H27N3O5 | wB97M-V/def2-TZVPD

Structure (XYZ):
```
56
Properties=species:S:1:pos:R:3:forces:R:3:mulliken_charge:R:1
C 3.85243 -1.98159 1.42496 0.044 0.096 -0.244 -1.526
C 4.46662 -2.21828 0.04487 -0.001 -0.570 0.333 1.825
C 3.86764 -3.46124 -0.61446 0.040 0.359 -0.041 -1.631
C 5.98675 -2.34180 0.15690 -0.397 0.189 -0.138 -1.775
O 4.27987 -1.07539 -0.82456 0.140 0.064 -0.016 -0.469
C 3.05468 -0.58924 -1.07530 0.292 0.172 -0.327 0.738
O 2.01272 -0.97077 -0.59288 -0.321 -0.294 0.212 -0.653
N 3.15330 0.40653 -1.98630 0.263 0.164 -0.148 -0.099
C 2.04266 1.22157 -2.41202 -0.192 0.114 -0.134 -0.621
C 2.33441 2.71290 -2.22606 0.083 -0.181 0.248 -0.903
C 2.56216 3.08659 -0.76101 -0.213 0.046 -0.194 -0.390
C 1.25640 3.16677 0.03303 0.235 0.010 0.025 -0.365
C 1.48684 2.94051 1.53200 -0.068 0.037 -0.100 -0.772
C 2.01808 1.54403 1.75796 -0.250 0.459 0.174 0.308
O 3.16895 1.28317 2.04363 0.243 -0.025 -0.008 -0.611
N 1.10604 0.54494 1.59406 0.394 -1.038 0.256 0.136
N -0.16362 0.77452 1.24344 -0.872 0.212 -0.152 -0.388
C -0.91616 -0.21678 0.96452 0.965 -0.053 0.250 -0.561
C -2.29708 -0.02710 0.58370 -0.804 0.370 -0.234 0.216
C -2.83239 1.20554 0.40442 0.619 -0.575 0.164 -0.125
O -4.09048 1.46383 0.05030 -0.181 0.240 -0.046 -0.415
C -4.93101 0.41614 -0.15655 -0.374 -0.810 -0.087 0.356
C -6.24438 0.70619 -0.52837 0.231 0.160 0.060 -0.787
C -7.13286 -0.32308 -0.74875 0.114 0.091 0.029 -0.242
C -6.73000 -1.64853 -0.60352 0.043 -0.137 0.017 -0.667
C -5.43556 -1.93671 -0.23694 -0.018 0.098 -0.005 -0.528
C -4.51430 -0.91114 -0.00740 -0.141 0.267 -0.052 0.314
C -3.13006 -1.22505 0.38883 -0.023 0.299 0.006 0.497
O -2.72696 -2.36309 0.54504 0.060 0.035 0.000 -0.695
H 4.30472 -2.65832 2.14506 0.073 -0.100 0.066 0.536
H 4.02708 -0.95572 1.74458 0.005 0.030 0.068 0.315
H 2.78243 -2.16980 1.39788 -0.039 -0.016 0.064 0.199
H 2.79919 -3.32491 -0.76274 -0.059 -0.044 0.020 0.318
H 4.02693 -4.32754 0.02150 0.035 -0.105 0.070 0.443
H 4.33587 -3.63860 -1.58044 0.071 -0.060 -0.081 0.380
H 6.39126 -1.46574 0.65638 0.083 0.083 0.078 0.412
H 6.42754 -2.41154 -0.83421 0.067 -0.036 -0.098 0.417
H 6.24775 -3.22963 0.72503 0.011 -0.094 0.072 0.415
H 4.07818 0.65136 -2.30217 -0.027 -0.096 0.070 0.277
H 1.82451 1.02203 -3.46890 -0.089 0.008 0.147 0.345
H 1.18192 0.90558 -1.81891 0.009 0.025 -0.104 0.203
H 1.50058 3.28804 -2.63244 0.000 0.047 -0.112 0.351
H 3.22582 2.96300 -2.80650 -0.018 0.063 -0.108 0.376
H 3.21788 2.33994 -0.31021 0.109 0.052 0.020 0.183
H 3.07834 4.04702 -0.70582 0.072 -0.025 0.068 0.396
H 0.55654 2.40906 -0.32106 -0.050 0.079 -0.047 0.085
H 0.79228 4.14393 -0.11644 -0.058 -0.016 -0.036 0.428
H 0.54449 3.05098 2.06818 0.032 0.074 0.045 0.414
H 2.21687 3.65394 1.91510 0.011 -0.111 0.062 0.330
H 1.46235 -0.41407 1.57571 -0.012 0.362 -0.085 0.262
H -0.56610 -1.24976 0.98962 0.050 0.029 0.027 0.519
H -2.24645 2.10339 0.54323 -0.050 0.040 -0.016 0.534
H -6.53699 1.73881 -0.63547 -0.041 0.114 -0.013 0.439
H -8.14877 -0.09819 -1.03595 -0.078 0.045 -0.023 0.386
H -7.43543 -2.44617 -0.77836 -0.050 -0.075 -0.014 0.400
H -5.09210 -2.95285 -0.11505 0.034 -0.074 0.012 0.474
```
Positions in Å, forces in eV/Å.

Summary:
* SMILES string: CC(C)(C)OC(=O)NCCCCCC(=O)N/N=C/c1coc2ccccc2c1=O
* frontier orbital gap: 8.394 eV
* calculated total energy: -36923.8180 eV
* lowest unoccupied orbital energy: 0.1 eV
* E_HOMO: -8.340 eV
* energy above the lowest of the compared OMol25 structures with the same formula, charge and spin: 241.4 kJ/mol
* net charge: 0